{"formula": "C6H16BrN4O2S", "method": "ωB97M-V/def2-TZVPD", "elements": ["C", "C", "C", "C", "C", "C", "N", "N", "N", "N", "O", "O", "S", "Br", "H", "H", "H", "H", "H", "H", "H", "H", "H", "H", "H", "H", "H", "H", "H", "H"], "xyz": [[-1.371881, -0.043094, 2.015250], [-0.438053, 1.130174, -1.898859], [0.578353, -2.391626, -1.999426], [1.494641, 2.427569, -1.070239], [2.178618, 2.391698, 0.284788], [0.793803, 1.148302, -1.427058], [-1.414194, 0.121417, 3.341468], [-2.340141, 0.411790, 1.225646], [-0.332094, -0.904884, 0.080986], [-0.370176, -0.708769, 1.455567], [-1.479392, -3.157016, -0.563773], [0.706611, -3.155833, 0.579436], [-0.078415, -2.385767, -0.335760], [0.883346, 2.338596, 1.734353], [-0.934056, 0.223720, -2.189335], [-1.448697, -4.089150, -0.330025], [-1.004924, 2.040696, -2.012098], [0.805934, -3.420451, -2.255480], [-0.172516, -1.984073, -2.663074], [1.479098, -1.793205, -2.028935], [2.274753, 2.622495, -1.814538], [0.787507, 3.259407, -1.107812], [2.769416, 3.289310, 0.458519], [2.801262, 1.505390, 0.405722], [1.378734, 0.250860, -1.311640], [-2.051017, 0.797075, 3.730755], [-0.599799, -0.090694, 3.893666], [-3.040931, 1.049767, 1.557995], [-2.195122, 0.292360, 0.232950], [0.339332, -1.176066, 2.010954]], "atomic_forces_ev_per_a": [[-0.11, -0.14, -0.47], [0.00, 0.15, -0.14], [-0.36, 0.46, 0.57], [-0.01, -0.07, 0.05], [0.17, 0.05, -0.24], [0.17, 0.95, -0.24], [0.07, 0.14, 0.06], [0.19, -0.06, 0.05], [0.02, -0.97, -0.97], [-0.03, -0.79, 0.49], [0.23, 0.86, -0.15], [0.29, -0.43, 0.06], [-0.48, 0.09, 0.41], [-0.04, 0.16, 0.21], [-0.13, -0.24, -0.08], [0.23, -0.44, 0.18], [-0.05, 0.21, -0.08], [-0.12, -0.19, 0.17], [-0.14, 0.06, -0.13], [0.12, 0.09, 0.12], [0.03, 0.04, 0.03], [0.10, 0.00, -0.04], [-0.04, -0.14, 0.03], [-0.02, 0.12, 0.02], [0.05, -0.15, 0.03], [0.01, -0.05, 0.01], [0.00, 0.01, 0.00], [0.00, -0.01, 0.02], [-0.05, 0.09, 0.00], [-0.11, 0.23, 0.06]], "nbo_charge": [0.670, -0.399, -0.837, -0.475, -0.394, -0.147, -0.766, -0.762, -0.776, -0.406, -0.893, -0.923, 2.213, -0.063, 0.185, 0.526, 0.203, 0.276, 0.270, 0.267, 0.237, 0.223, 0.237, 0.216, 0.182, 0.421, 0.423, 0.422, 0.447, 0.420], "gap_ev": 9.747, "total_charge": 1, "e_homo_ev": -12.2835, "e_above_lowest_kj_mol": 0.00}